1.
A structure of composition C19H26N6PtS. Source: the Open Molecules 2025 dataset; level of theory: ωB97M-V with the def2-TZVPD basis set.

Computed properties:
frontier orbital gap (spin up / spin down) = 0.1744 / 0.1742 Ha
spin multiplicity = 1
ΔE to the lowest compared entry with this formula, charge and spin = 0.0 kcal/mol
LUMO level (spin up / spin down) = -0.36 / -0.36 eV

Each line ends with the Löwdin charge.
Positions of all 53 atoms, in Å:
Pt: -0.20668 0.62149 0.70091  1.01
C: 3.60554 2.41118 1.56935  -0.03
C: 2.26775 2.03908 1.01651  -0.27
N: 1.62981 0.99128 1.45356  -0.14
N: 2.28157 0.22884 2.34402  0.01
C: 1.61099 -0.52382 3.19614  -0.66
N: 2.34475 -1.44199 3.84817  0.11
S: -0.15597 -0.57895 3.49089  0.82
C: 1.60898 2.81482 -0.01956  -0.22
C: 2.21005 3.90198 -0.65664  -0.01
C: 1.52480 4.58113 -1.64427  -0.06
C: 0.24880 4.17003 -1.99192  -0.06
C: -0.28501 3.08494 -1.32250  -0.13
N: 0.36343 2.42998 -0.36360  -0.04
H: 3.63797 2.18629 2.63251  0.08
H: 3.82128 3.46715 1.42470  0.07
H: 4.39858 1.82252 1.09911  0.09
H: 3.26849 -1.65010 3.50133  0.11
H: 1.86227 -2.12462 4.40321  0.08
H: 3.21291 4.19879 -0.39014  0.10
H: 1.98786 5.42085 -2.14623  0.11
H: -0.31917 4.66606 -2.76580  0.11
H: -1.26688 2.70354 -1.56595  0.09
N: -0.51611 -0.32661 -2.34403  -0.01
C: -1.65258 -1.15955 -2.71658  -0.28
C: -2.90571 -0.30349 -2.86147  -0.20
C: -3.75481 -0.09914 -1.60757  -0.20
C: -3.33215 0.89167 -0.52966  -0.23
N: -2.31146 0.43179 0.44678  -0.11
H: -0.34468 0.38619 -3.04446  0.07
H: 0.32888 -0.87720 -2.26463  0.05
H: -1.80108 -1.89836 -1.92417  0.11
H: -1.48895 -1.72661 -3.64103  0.10
H: -3.55943 -0.75839 -3.60911  0.11
H: -2.61926 0.67325 -3.27268  0.11
H: -3.94723 -1.06835 -1.13319  0.12
H: -4.73107 0.26118 -1.94454  0.11
H: -4.23422 1.10451 0.04973  0.11
H: -3.01888 1.83923 -0.96927  0.09
H: -2.43366 -0.55904 0.67695  0.06
H: -2.52253 0.89364 1.32910  0.08
C: -0.44572 -1.02120 1.82016  -0.74
C: 0.01485 -2.32320 1.39973  -0.38
C: 0.62297 -2.52251 0.14137  -0.09
C: 1.00802 -3.78034 -0.30172  -0.12
C: 0.83513 -4.89994 0.49806  -0.14
C: 0.28024 -4.72558 1.76588  -0.12
C: -0.11752 -3.47840 2.20852  -0.10
H: 0.81681 -1.64646 -0.46261  0.05
H: 1.47031 -3.88431 -1.27826  0.09
H: 1.13498 -5.88119 0.15344  0.08
H: 0.14489 -5.58453 2.41394  0.09
H: -0.57211 -3.37755 3.18750  0.09

Forces on atoms 1 to 6 (eV/Å):
Pt -0.018 0.463 -0.042
C 0.001 -0.006 -0.039
C 0.272 -0.037 0.155
N -0.283 -0.217 0.041
N 0.072 -0.149 0.147
C -0.152 0.041 0.012

2.
An isolated molecule of C4H7NS2 in a non-equilibrium geometry. Source: the Open Molecules 2025 dataset; level of theory: ωB97M-V with the def2-TZVPD basis set.

Computed properties:
frontier orbital gap (spin up / spin down) = 0.2863 / 0.2895 Ha
spin multiplicity = 1
ΔE to the lowest compared entry with this formula, charge and spin = 91.5 kcal/mol
LUMO level (spin up / spin down) = 0.10 / 0.08 eV

Each line ends with the Löwdin charge.
Positions of all 14 atoms, in Å:
C: 1.12506 0.87501 0.03869  -0.15
C: 0.94088 -0.42508 -0.75677  -0.27
C: -0.30438 -1.13971 -0.49097  -0.02
C: -0.77713 0.58020 1.29328  -1.12
N: 0.35125 1.21172 0.94896  -0.07
S: -0.61104 -0.45869 2.70836  0.66
S: -2.33534 1.51210 1.12798  0.70
H: 2.12096 1.46019 -0.17961  0.15
H: 1.10916 0.08175 -1.81276  0.15
H: 1.70500 -1.05524 -0.52817  0.07
H: -1.18706 -0.89649 -1.23788  0.10
H: -0.32872 -2.08745 -0.09166  0.01
H: -0.97127 0.54526 3.75055  -0.06
H: -2.22034 1.77106 -0.17620  -0.15

Forces on atoms 1 to 6 (eV/Å):
C 2.571 0.348 0.038
C -1.832 2.770 -2.473
C -3.031 4.461 -1.606
C -1.102 -1.805 -1.116
N 0.710 1.752 -0.224
S -0.985 1.553 1.790

3.
A structure of composition CHIN2OS2 in a non-equilibrium geometry. Source: the Open Molecules 2025 dataset; level of theory: ωB97M-V with the def2-TZVPD basis set.

Computed properties:
frontier orbital gap = 0.2906 Ha
spin multiplicity = 1
ΔE to the lowest compared entry with this formula, charge and spin = 8.9 kcal/mol
LUMO level = -1.47 eV

Each line ends with the Löwdin charge.
Positions of all 8 atoms, in Å:
C: -1.33962 -0.45149 0.11653  -1.01
N: -0.39697 1.14561 -1.06331  -0.35
N: 1.19167 -0.70386 -0.24188  -0.53
O: 0.96467 1.61470 1.11343  -0.52
S: -0.00581 -1.46086 0.29867  0.81
S: 0.89047 1.47988 -0.35737  0.73
I: -3.34982 -0.76374 -0.17621  0.84
H: 2.04541 -0.86024 0.31015  0.04

Forces on atoms 1 to 6 (eV/Å):
C 2.610 1.279 -1.666
N -1.885 -1.589 1.158
N 3.272 0.783 -0.209
O 0.122 -0.089 -1.490
S -3.953 0.051 0.516
S -0.587 -0.130 1.665

4.
A cluster of 2 separate species, C4H11N3 in total. Source: the Open Molecules 2025 dataset; level of theory: ωB97M-V with the def2-TZVPD basis set.

Computed properties:
frontier orbital gap (spin up / spin down) = 0.0971 / 0.3056 Ha
spin multiplicity = 2
net charge = -1
ΔE to the lowest compared entry with this formula, charge and spin = 39.4 kcal/mol
LUMO level (spin up / spin down) = 4.02 / 3.91 eV

Each line ends with the Löwdin charge.
Positions of all 18 atoms, in Å:
C: -0.10001 0.45963 -2.81211  -0.11
C: 0.41883 1.44995 -2.07645  -0.40
N: 1.62503 1.39342 -1.39933  0.00
H: 0.38852 -0.50809 -2.80049  0.03
H: -1.04453 0.57581 -3.31630  0.02
H: -0.13167 2.36920 -1.92044  0.09
H: 1.90731 0.49035 -1.02242  0.01
H: 1.71948 2.10497 -0.68543  0.02
C: -0.93518 -0.84381 1.15218  -0.31
C: -0.19443 -0.78086 2.25365  -0.45
N: 0.37110 -1.93336 2.81973  -0.06
N: -1.28540 0.33511 0.41707  -0.01
H: -1.36806 -1.78988 0.83707  0.08
H: -0.04546 0.15906 2.77387  0.05
H: 0.60878 -1.86138 3.79637  0.00
H: 1.12167 -2.33751 2.27128  -0.01
H: -2.27074 0.35445 0.17868  0.05
H: -0.78524 0.36294 -0.46694  0.00

Forces on atoms 1 to 6 (eV/Å):
C 0.185 -0.016 0.338
C 0.071 -0.322 0.007
N -0.013 0.339 0.209
H -0.029 0.022 -0.319
H -0.141 -0.001 -0.025
H 0.093 0.154 -0.283

5.
A cluster of 2 separate species, C2H2F2 in total. Source: the Open Molecules 2025 dataset; level of theory: ωB97M-V with the def2-TZVPD basis set.

Computed properties:
frontier orbital gap (spin up / spin down) = 0.3149 / 0.3179 Ha
spin multiplicity = 1
ΔE to the lowest compared entry with this formula, charge and spin = 140.3 kcal/mol
LUMO level (spin up / spin down) = -1.15 / -1.27 eV

Each line ends with the Löwdin charge.
Positions of all 6 atoms, in Å:
C: -1.33791 -0.02946 -0.36183  0.16
C: 1.40228 0.00896 0.54459  -0.13
F: 1.84429 1.02135 -0.15075  0.05
F: 1.79015 -1.05390 -0.11350  0.04
H: -1.76104 0.90863 0.03216  -0.06
H: -1.93776 -0.85557 0.04933  -0.06

Forces on the atoms, in the same order (eV/Å):
C 0.152 0.070 0.128
C -0.183 -0.138 -0.479
F -0.010 -0.287 0.150
F 0.000 0.400 0.217
H 0.015 -0.063 -0.019
H 0.027 0.018 0.004

6.
An isolated molecule of C5H10O in a non-equilibrium geometry. Source: the Open Molecules 2025 dataset; level of theory: ωB97M-V with the def2-TZVPD basis set.

Computed properties:
SMILES string = C=C[C@H](C)CO
frontier orbital gap = 0.3892 Ha
spin multiplicity = 1
ΔE to the lowest compared entry with this formula, charge and spin = 36.2 kcal/mol
LUMO level = 0.98 eV

Each line ends with the Löwdin charge.
Positions of all 16 atoms, in Å:
C: 0.08366 -0.36583 0.02537  -0.38
C: -0.73866 -0.04684 -1.18981  -0.17
C: 1.57864 -0.14520 -0.13356  -0.07
C: -0.55343 0.72796 0.94249  -0.16
C: -1.05933 0.43135 2.14796  0.01
O: -0.33432 -1.10943 -2.24369  -0.13
H: 0.50988 -0.91581 -2.68142  0.06
H: -0.13156 -1.36903 0.40188  0.14
H: -0.50973 0.91362 -1.65824  0.12
H: -1.80709 -0.23418 -1.07378  0.12
H: -0.46153 1.77214 0.65478  0.11
H: 2.00119 -0.95199 -0.73971  0.08
H: 2.08047 -0.12310 0.83942  0.08
H: 1.79955 0.79790 -0.64321  0.08
H: -1.33005 1.21178 2.85159  0.05
H: -1.12771 -0.59333 2.49994  0.06

Forces on atoms 1 to 6 (eV/Å):
C -1.593 2.642 0.977
C 1.848 -3.178 -3.204
C 0.069 -0.133 -0.207
C 0.937 -1.479 1.818
C 0.430 0.427 -0.576
O -0.819 0.954 0.584

7.
A structure of composition F4H10N2O13PbS4 in a non-equilibrium geometry. Source: the Open Molecules 2025 dataset; level of theory: ωB97M-V with the def2-TZVPD basis set.

Computed properties:
frontier orbital gap = 0.1009 Ha
spin multiplicity = 1
ΔE to the lowest compared entry with this formula, charge and spin = 5.2 kcal/mol
LUMO level = -6.79 eV

Each line ends with the Löwdin charge.
Positions of all 34 atoms, in Å:
Pb: -16.02162 -17.75746 -3.60033  1.69
N: -14.53564 -13.58659 -3.02897  -0.27
S: -15.13851 -12.20065 -3.43404  0.40
O: -14.17404 -11.31087 -4.06072  -0.26
O: -16.20938 -11.64863 -2.63845  -0.27
F: -15.97505 -12.71698 -4.64439  -0.20
S: -13.85715 -12.99034 -1.55537  0.55
O: -14.65351 -13.20109 -0.39550  -0.27
O: -13.06980 -11.78426 -1.61665  -0.25
F: -12.71337 -14.14882 -1.50918  -0.22
N: -12.09261 -20.04334 -3.90736  -0.30
S: -11.55555 -21.11781 -5.15377  0.57
O: -12.10425 -22.46078 -5.05704  -0.30
O: -10.23667 -21.00575 -5.72652  -0.25
F: -12.54029 -20.57261 -6.32906  -0.24
S: -11.10170 -20.61528 -2.89625  0.42
O: -9.75259 -20.05046 -2.79640  -0.29
O: -11.21028 -21.97152 -2.40756  -0.28
F: -11.76893 -19.91168 -1.55687  -0.27
O: -16.69894 -17.68425 0.54970  -0.07
H: -16.51219 -18.53281 0.95132  0.04
H: -16.55929 -17.05000 1.25287  0.04
O: -18.23843 -21.25693 -3.39995  -0.07
H: -19.18342 -21.13844 -3.49578  0.03
H: -18.08526 -22.17016 -3.64242  0.04
O: -16.98531 -17.66620 -7.78715  -0.07
H: -17.76943 -18.06636 -8.16299  0.03
H: -16.46999 -17.39007 -8.54506  0.04
O: -20.09296 -16.41936 -3.60427  -0.06
H: -20.73178 -16.06262 -2.98711  0.04
H: -20.61431 -16.68848 -4.36057  0.03
O: -11.96963 -15.59507 -5.86698  -0.04
H: -12.40766 -14.95082 -5.31083  0.02
H: -11.96671 -16.39863 -5.34687  0.02

Forces on atoms 1 to 6 (eV/Å):
Pb 0.279 0.274 0.196
N 1.298 0.526 3.145
S -1.940 4.012 -3.707
O -1.211 -1.187 1.063
O 1.415 -0.452 0.445
F -0.390 -0.924 -1.226

8.
A structure of composition C7H6Cl2N2O3STmY in a non-equilibrium geometry. Source: the Open Molecules 2025 dataset; level of theory: ωB97M-V with the def2-TZVPD basis set.

Computed properties:
frontier orbital gap (spin up / spin down) = 0.1531 / 0.1529 Ha
spin multiplicity = 3
net charge = +4
ΔE to the lowest compared entry with this formula, charge and spin = 0.0 kcal/mol
LUMO level (spin up / spin down) = -16.26 / -16.26 eV

Each line ends with the Löwdin charge.
Positions of all 23 atoms, in Å:
Y: 0.19624 -0.37747 -5.37367  1.45
Tm: -0.61586 0.58665 -1.37618  1.03
Cl: -1.42452 1.18815 -3.85107  -0.03
Cl: 0.97944 -1.04983 -2.76994  -0.04
C: -1.18616 -0.77482 0.35745  -0.16
C: -0.04869 0.53519 -7.48488  -0.03
C: 0.26713 -1.81432 -7.29720  0.02
O: -1.25723 -1.57334 1.19658  0.20
O: -0.27811 1.13306 -8.44638  0.31
O: 0.25430 -2.40948 -8.31112  0.28
C: 1.71725 -0.76535 3.20555  0.03
N: 0.58109 0.14094 3.36741  -0.09
C: -0.25218 0.20571 4.47994  0.04
C: -1.27177 1.04972 4.20508  0.05
N: -1.00819 1.55636 2.91855  0.11
C: 0.14411 1.02207 2.42575  -0.61
S: 0.77654 1.09181 0.76324  0.67
H: 1.44012 -1.79759 3.42038  0.12
H: 2.06886 -0.69278 2.17412  0.07
H: 2.52185 -0.47881 3.87780  0.13
H: 0.02940 -0.35584 5.34554  0.16
H: -2.17481 1.27962 4.75406  0.16
H: -1.45883 2.30035 2.41899  0.17

Forces on atoms 1 to 6 (eV/Å):
Y 0.020 -0.007 4.541
Tm 1.238 0.883 -0.234
Cl 0.509 -0.562 -0.781
Cl -0.533 0.568 -0.765
C -0.755 -4.737 4.472
C -1.520 5.226 -6.631

9.
An isolated molecule of C15H23N3OS. Source: the Open Molecules 2025 dataset; level of theory: ωB97M-V with the def2-TZVPD basis set.

Computed properties:
SMILES string = CNC(=S)N[C@@H]1C[C@H]2CCC[C@@H](C1)N2Cc1ccco1
frontier orbital gap = 0.3129 Ha
spin multiplicity = 1
ΔE to the lowest compared entry with this formula, charge and spin = 26.0 kcal/mol
LUMO level = 0.55 eV

Each line ends with the Löwdin charge.
Positions of all 43 atoms, in Å:
C: -4.69152 -2.74219 -0.53863  -0.09
N: -4.77177 -1.54968 0.26741  -0.08
C: -3.82409 -0.59053 0.37433  -0.88
N: -2.65551 -0.77650 -0.26633  0.04
H: -2.48146 -1.66738 -0.70629  0.13
C: -1.52193 0.11482 -0.13773  -0.36
C: -0.47405 -0.45634 0.81893  -0.08
H: -0.89480 -0.53785 1.82222  0.13
H: -0.19141 -1.46113 0.49082  0.12
C: 0.77982 0.43834 0.85283  -0.27
N: 1.34060 0.63670 -0.47138  -0.11
C: 2.06222 -0.49572 -1.01266  -0.11
C: 3.27081 -0.78383 -0.18340  -0.27
C: 4.31080 0.00900 0.20249  -0.02
C: 5.15447 -0.80345 0.99887  -0.06
C: 4.56570 -2.02764 1.03711  -0.13
O: 3.42269 -2.02530 0.32738  0.04
H: 4.84564 -2.94697 1.51175  0.12
H: 6.06966 -0.51345 1.47288  0.10
H: 4.44977 1.03983 -0.04786  0.11
H: 1.47045 -1.42497 -1.07524  0.12
H: 2.37551 -0.22771 -2.02778  0.13
C: 0.37158 1.24599 -1.35914  -0.29
C: -0.89889 0.38398 -1.50505  -0.08
H: -1.61715 0.89003 -2.15199  0.12
H: -0.63142 -0.56662 -1.97634  0.11
C: 0.05300 2.66528 -0.83842  -0.13
C: 0.78990 2.92861 0.47110  -0.18
H: 0.48911 3.89416 0.87945  0.11
C: 0.48742 1.82071 1.47491  -0.12
H: -0.55677 1.88247 1.78126  0.11
H: 1.09863 1.96330 2.36659  0.11
H: 1.86287 2.95329 0.27911  0.11
H: -1.01930 2.77706 -0.67906  0.11
H: 0.35226 3.40782 -1.57902  0.11
H: 0.84138 1.32320 -2.34655  0.14
H: 1.54290 -0.07151 1.45018  0.14
H: -1.92685 1.04134 0.27760  0.06
S: -4.16363 0.76017 1.27234  0.61
H: -5.64618 -1.32237 0.71226  0.10
H: -5.62702 -3.28745 -0.44855  0.09
H: -4.53091 -2.50261 -1.59507  0.09
H: -3.88254 -3.39495 -0.19534  0.08

Forces on atoms 1 to 6 (eV/Å):
C 0.253 0.022 -0.093
N -0.042 -0.170 -0.112
C -0.194 -0.117 -0.013
N -0.257 -0.428 -0.097
H -0.026 0.017 -0.020
C 0.340 0.084 -0.055

| no. | M (g/mol) |
| --- | --- |
| 1 | 565.6 |
| 2 | 133.2 |
| 3 | 248.1 |
| 4 | 101.2 |
| 5 | 64.0 |
| 6 | 86.1 |
| 7 | 657.5 |
| 8 | 526.9 |
| 9 | 293.4 |